{
  "formula": "C31H50ClPSn",
  "method": "the ωB97M-V functional and the def2-TZVPD basis",
  "de_lowest_kj_mol": 0.00,
  "homo_lumo_gap_ev": 8.0,
  "homo_ev": -7.490,
  "symbols": ["Sn", "Cl", "P", "C", "H", "H", "C", "C", "C", "H", "C", "H", "H", "C", "H", "H", "C", "H", "H", "C", "H", "H", "H", "H", "C", "C", "H", "C", "H", "H", "C", "H", "H", "C", "H", "H", "C", "H", "H", "H", "H", "C", "H", "C", "H", "H", "C", "H", "H", "C", "H", "H", "C", "H", "H", "H", "H", "C", "C", "H", "C", "H", "C", "H", "H", "C", "H", "H", "C", "H", "H", "H", "H", "C", "C", "C", "C", "C", "C", "H", "H", "H", "H", "H"],
  "xyz": [[-0.08, -2.02, 1.09], [-2.31, -2.74, 0.53], [0.22, -0.02, -0.73], [-0.93, 0.84, 3.30], [-0.25, 1.49, 2.64], [-0.49, -0.20, 3.60], [-0.93, -0.01, -2.27], [2.01, -0.46, -1.10], [-0.78, 1.15, -3.25], [-0.63, -0.94, -2.78], [-1.60, 0.88, -4.52], [-1.15, 2.08, -2.79], [0.27, 1.33, -3.53], [-3.08, 0.58, -4.23], [-1.52, 1.72, -5.21], [-1.17, 0.01, -5.03], [-3.27, -0.45, -3.12], [-3.58, 1.51, -3.95], [-3.57, 0.22, -5.15], [-2.41, -0.14, -1.88], [-4.32, -0.51, -2.83], [-2.99, -1.44, -3.49], [-2.76, 0.79, -1.42], [-2.54, -0.93, -1.13], [0.31, 1.78, -0.07], [2.98, -0.07, 0.04], [1.96, -1.57, -1.13], [4.39, -0.62, -0.23], [3.03, 1.01, 0.16], [2.64, -0.48, 1.00], [4.92, -0.28, -1.63], [5.08, -0.24, 0.54], [4.36, -1.72, -0.11], [3.92, -0.50, -2.77], [5.24, 0.78, -1.63], [5.83, -0.87, -1.82], [2.50, 0.01, -2.47], [4.30, -0.04, -3.69], [3.85, -1.58, -2.96], [2.49, 1.11, -2.53], [1.83, -0.33, -3.27], [-1.11, 2.23, 0.33], [0.91, 1.62, 0.85], [-1.10, 3.59, 1.02], [-1.73, 2.27, -0.57], [-1.56, 1.48, 1.00], [-0.32, 4.66, 0.26], [-2.14, 3.91, 1.17], [-0.68, 3.48, 2.03], [1.07, 4.18, -0.15], [-0.89, 4.92, -0.65], [-0.26, 5.57, 0.86], [1.04, 2.85, -0.91], [1.57, 4.93, -0.76], [1.69, 4.07, 0.75], [0.50, 3.00, -1.85], [2.06, 2.55, -1.17], [-2.33, 1.36, 3.63], [-1.15, 1.40, 4.59], [-2.72, 2.42, 3.30], [-1.09, 0.40, 5.70], [-0.66, 2.43, 4.73], [-1.95, -0.87, 5.42], [-0.07, 0.03, 5.79], [-1.31, 0.87, 6.67], [-3.38, -0.60, 4.96], [-1.45, -1.44, 4.57], [-1.93, -1.59, 6.24], [-3.43, 0.32, 3.71], [-3.89, -1.54, 4.70], [-3.92, -0.15, 5.85], [-3.19, -0.36, 2.85], [-4.46, 0.66, 3.59], [1.89, -6.30, -1.20], [1.82, -6.03, 0.18], [1.35, -4.79, 0.64], [0.87, -3.78, -0.19], [0.93, -4.05, -1.57], [1.46, -5.28, -2.07], [2.25, -7.27, -1.60], [2.11, -6.83, 0.86], [1.35, -4.66, 1.74], [0.56, -3.36, -2.32], [1.52, -5.47, -3.14]]
}



{
  "formula": "C4H6O2",
  "method": "the ωB97M-V functional and the def2-TZVPD basis",
  "de_lowest_kj_mol": 177.76,
  "homo_lumo_gap_ev": 10.6,
  "homo_ev": -9.922,
  "symbols": ["O", "C", "C", "C", "C", "O", "H", "H", "H", "H", "H", "H"],
  "xyz": [[1.66, 1.38, 0.72], [1.19, 0.33, 1.11], [0.39, -0.58, 0.25], [0.25, -0.11, -1.19], [-0.96, -0.22, -0.36], [-1.64, 0.93, -0.02], [1.40, 0.00, 2.14], [0.45, -1.64, 0.54], [0.44, -0.79, -2.02], [0.60, 0.91, -1.31], [-1.58, -1.10, -0.55], [-2.00, 0.79, 0.87]]
}



{
  "formula": "C32H22ClNO14",
  "method": "the ωB97M-V functional and the def2-TZVPD basis",
  "homo_lumo_gap_ev": 8.2,
  "homo_ev": -10.140,
  "symbols": ["O", "C", "O", "C", "Cl", "O", "N", "O", "H", "H", "O", "C", "C", "C", "C", "O", "C", "C", "H", "H", "H", "H", "O", "C", "C", "C", "C", "O", "C", "C", "H", "H", "H", "H", "O", "C", "C", "C", "C", "O", "C", "C", "H", "H", "H", "H", "O", "C", "C", "C", "C", "O", "C", "C", "H", "H", "H", "H", "O", "C", "C", "C", "C", "O", "C", "C", "H", "H", "H", "H"],
  "xyz": [[4.13, -2.67, 2.62], [3.07, -3.05, 2.04], [1.88, -2.37, 2.39], [0.89, -2.43, 1.33], [-0.44, -1.25, 1.84], [0.23, -3.75, 1.25], [-0.35, -3.92, 2.47], [-1.02, -4.90, 2.49], [3.17, -3.93, 1.33], [1.29, -2.09, 0.31], [-3.30, 0.33, 1.68], [-3.75, 0.21, 0.55], [-4.00, 1.39, -0.30], [-4.50, 1.26, -1.53], [-4.81, -0.07, -2.10], [-5.26, -0.19, -3.22], [-4.55, -1.25, -1.24], [-4.06, -1.12, -0.01], [-3.77, 2.36, 0.13], [-4.69, 2.11, -2.17], [-4.79, -2.22, -1.67], [-3.86, -1.97, 0.62], [-6.38, 3.60, -0.91], [-7.46, 3.07, -0.74], [-8.35, 2.77, -1.88], [-9.54, 2.19, -1.70], [-10.02, 1.82, -0.35], [-11.10, 1.29, -0.18], [-9.13, 2.12, 0.79], [-7.94, 2.70, 0.61], [-7.99, 3.04, -2.86], [-10.20, 1.96, -2.52], [-9.49, 1.85, 1.78], [-7.27, 2.93, 1.43], [1.60, -1.06, -1.90], [0.94, -0.13, -2.34], [-0.33, 0.28, -1.71], [-1.05, 1.29, -2.19], [-0.61, 2.05, -3.38], [-1.27, 2.97, -3.82], [0.66, 1.64, -4.01], [1.38, 0.63, -3.53], [-0.64, -0.29, -0.84], [-1.99, 1.60, -1.74], [0.97, 2.21, -4.88], [2.32, 0.32, -3.98], [5.64, 3.18, -0.39], [4.62, 2.72, 0.10], [4.67, 1.62, 1.09], [3.56, 1.12, 1.62], [2.23, 1.63, 1.24], [1.21, 1.17, 1.72], [2.17, 2.73, 0.25], [3.29, 3.23, -0.28], [5.66, 1.26, 1.36], [3.58, 0.31, 2.34], [1.19, 3.09, -0.02], [3.27, 4.04, -1.01], [9.63, -5.33, 2.72], [9.04, -4.31, 2.39], [9.77, -3.18, 1.77], [9.13, -2.07, 1.41], [7.67, -1.92, 1.62], [7.09, -0.90, 1.28], [6.95, -3.05, 2.24], [7.59, -4.17, 2.60], [10.83, -3.31, 1.63], [9.64, -1.23, 0.96], [5.88, -2.93, 2.38], [7.08, -5.00, 3.05]]
}